{
  "formula": "C26H44F3N7O10P2RuS",
  "method": "the ωB97M-V functional and the def2-TZVPD basis",
  "species": ["Ru", "C", "N", "C", "P", "O", "O", "P", "O", "N", "C", "C", "N", "C", "C", "N", "C", "C", "H", "H", "H", "H", "H", "H", "H", "H", "H", "H", "H", "H", "H", "H", "H", "H", "H", "H", "H", "H", "H", "H", "H", "H", "C", "C", "C", "C", "C", "C", "C", "S", "O", "O", "N", "C", "C", "O", "O", "H", "H", "H", "H", "H", "H", "H", "H", "H", "F", "C", "F", "F", "C", "C", "C", "C", "C", "C", "O", "N", "C", "O", "N", "C", "O", "H", "H", "H", "H", "H", "H", "H", "H", "H", "H", "H"],
  "coordinates": [[-1.495336, 0.690895, -0.098161], [-4.154001, -2.624060, -1.650937], [-4.254874, -1.871806, -0.403576], [-4.803072, -0.521996, -0.578769], [-3.320569, -2.115904, 0.915068], [-2.528691, -0.948031, 1.393573], [-2.329699, -3.344248, 0.468459], [-0.962216, -2.933922, -0.324451], [-1.075684, -1.611261, -0.971739], [0.233002, -3.001934, 0.807420], [0.174304, -4.010620, 1.859293], [0.802394, -1.736173, 1.278038], [-0.865091, -4.138519, -1.437093], [-0.046017, -3.858942, -2.619368], [-0.884439, -5.538981, -1.040963], [-4.244985, -2.725480, 2.111799], [-5.253339, -3.738130, 1.850763], [-3.801010, -2.631337, 3.496657], [-5.154741, -2.757020, -2.067400], [-3.715757, -3.603513, -1.480017], [-3.535093, -2.088914, -2.377287], [-5.765498, -0.597350, -1.087966], [-4.136439, 0.094464, -1.190356], [-4.954148, -0.038296, 0.384536], [-0.248519, -4.941974, 1.491794], [-0.432789, -3.666087, 2.703686], [1.184442, -4.212487, 2.217178], [0.894764, -1.028863, 0.457846], [1.795827, -1.925590, 1.682576], [0.182171, -1.285294, 2.061102], [-0.125457, -2.807430, -2.891283], [-0.427646, -4.450910, -3.452140], [1.004807, -4.122114, -2.456747], [-1.618248, -5.700294, -0.251736], [0.096486, -5.891200, -0.701517], [-1.180605, -6.141257, -1.900968], [-5.557999, -3.700578, 0.807219], [-6.131468, -3.547901, 2.470962], [-4.880511, -4.742730, 2.076515], [-3.082186, -1.822059, 3.595423], [-3.345829, -3.568681, 3.834004], [-4.658382, -2.413688, 4.135917], [-2.494833, 5.716420, -4.938570], [-1.554335, 4.988464, -4.019788], [-0.236099, 4.752057, -4.392580], [0.627854, 4.058923, -3.559693], [0.145303, 3.585439, -2.351815], [-1.164415, 3.806298, -1.950662], [-2.001243, 4.518446, -2.785271], [1.204571, 2.600806, -1.358034], [2.546522, 2.783182, -1.835303], [0.641347, 2.469644, 1.224356], [0.670176, 1.196809, -1.100196], [0.598367, 0.399782, -2.355122], [-0.830654, 0.258373, -2.906975], [-0.968587, -0.351162, -3.954296], [-1.766365, 0.801584, -2.204450], [-1.952359, 6.292596, -5.686714], [-3.141796, 6.393626, -4.381130], [-3.136453, 5.005289, -5.462880], [0.124359, 5.120741, -5.344795], [1.659637, 3.891821, -3.833847], [-1.527927, 3.448740, -0.997301], [-3.022631, 4.703492, -2.476200], [0.961284, -0.601218, -2.132880], [1.229872, 0.791158, -3.156607], [-1.929007, 1.953303, 2.634605], [-2.435941, 2.007202, 1.363836], [-2.351731, 3.353562, 1.031894], [-3.783254, 1.806307, 1.539120], [5.098117, 3.701280, 1.847668], [3.891264, 2.844229, 1.478058], [2.740112, 2.868619, 2.532917], [3.262964, 2.321637, 3.876894], [2.241902, 2.219585, 5.006201], [2.275223, 4.315275, 2.736175], [2.589675, 4.947862, 3.713038], [1.564006, 4.973065, 1.737288], [1.343533, 4.626211, 0.416469], [1.382243, 5.421572, -0.482609], [1.110873, 3.270276, 0.204526], [1.630658, 1.942080, 2.062010], [1.500005, 0.811057, 2.394979], [5.774240, 3.751714, 0.994656], [5.654755, 3.292082, 2.688727], [4.809177, 4.722443, 2.101661], [4.190967, 1.798561, 1.376586], [3.525478, 3.148970, 0.497957], [4.074812, 2.972259, 4.193805], [3.689148, 1.338250, 3.671146], [1.866452, 3.201439, 5.287995], [2.720064, 1.784000, 5.884036], [1.400858, 1.580566, 4.741778], [1.509996, 5.971431, 1.893206]],
  "atomic_forces_ev_per_a": [[-0.18, -0.05, -0.23], [0.09, 0.04, -0.04], [0.09, -0.02, 0.00], [-0.09, -0.06, 0.07], [0.23, 0.12, -0.11], [-0.11, -0.28, 0.01], [0.03, 0.27, -0.02], [-0.28, -0.10, 0.03], [0.32, 0.05, 0.15], [0.02, 0.04, -0.06], [0.00, 0.00, -0.05], [-0.14, 0.05, 0.08], [0.05, -0.03, 0.06], [0.00, 0.00, -0.02], [-0.06, 0.01, -0.03], [-0.09, 0.07, 0.04], [0.01, -0.02, 0.01], [0.00, 0.00, -0.01], [-0.01, 0.01, 0.01], [-0.02, -0.01, 0.01], [0.01, 0.00, 0.00], [-0.01, 0.00, 0.02], [0.02, 0.00, -0.02], [0.04, 0.01, -0.02], [-0.01, -0.02, -0.01], [-0.01, 0.01, 0.01], [0.00, -0.01, 0.00], [0.00, 0.00, 0.01], [0.04, -0.03, 0.02], [0.07, -0.04, -0.08], [-0.03, -0.02, 0.00], [0.00, -0.01, 0.01], [0.01, 0.01, 0.01], [0.02, 0.01, 0.00], [0.01, 0.00, -0.01], [0.00, 0.00, -0.01], [0.00, 0.00, 0.00], [0.01, 0.00, 0.01], [0.00, -0.01, 0.00], [-0.01, 0.00, 0.00], [0.00, 0.00, 0.00], [-0.01, -0.01, 0.00], [0.01, 0.00, 0.01], [-0.03, 0.01, -0.02], [0.04, -0.01, 0.01], [0.00, 0.01, -0.05], [-0.02, 0.00, 0.05], [0.01, 0.00, -0.04], [-0.01, -0.01, 0.01], [0.08, 0.04, 0.07], [-0.04, -0.01, 0.00], [-0.06, 0.05, 0.08], [-0.04, -0.06, -0.05], [0.04, 0.00, -0.07], [-0.05, -0.08, -0.17], [0.03, 0.04, 0.08], [-0.06, -0.02, 0.15], [0.00, 0.00, 0.00], [0.00, 0.00, 0.00], [0.00, 0.00, 0.00], [0.00, 0.00, 0.00], [0.00, 0.00, 0.00], [0.00, -0.01, 0.03], [0.00, 0.00, -0.01], [0.00, -0.01, 0.03], [0.00, 0.03, 0.03], [0.07, 0.00, 0.05], [-0.01, 0.02, 0.06], [0.03, -0.01, 0.02], [-0.01, 0.04, -0.02], [-0.02, -0.01, 0.00], [0.02, 0.00, -0.05], [-0.09, 0.02, 0.14], [0.01, 0.00, 0.00], [0.00, 0.01, -0.03], [0.07, 0.02, -0.03], [-0.01, -0.01, 0.02], [-0.08, 0.01, 0.06], [0.09, -0.12, -0.01], [-0.03, 0.01, -0.07], [-0.08, 0.09, -0.03], [0.13, -0.12, -0.19], [-0.03, 0.11, 0.07], [0.00, -0.01, 0.00], [-0.01, 0.00, 0.02], [0.00, 0.00, -0.01], [0.00, 0.00, -0.01], [0.02, -0.01, 0.05], [0.01, 0.01, 0.00], [0.00, 0.00, -0.01], [-0.01, -0.01, -0.01], [0.00, 0.00, 0.00], [-0.01, -0.01, -0.01], [-0.01, 0.01, 0.00]],
  "s_squared": 6.01,
  "energy_ha": -3628.29458,
  "multiplicity": 5,
  "orbital_gap_ev": [7.9399, 8.2998],
  "lumo_ev": [0.48, 0.19]
}

{
  "formula": "C26H45AsNO9P2Si2Ta",
  "method": "the ωB97M-V functional and the def2-TZVPD basis",
  "species": ["Ta", "C", "C", "O", "C", "C", "C", "C", "C", "C", "O", "H", "H", "H", "H", "H", "H", "H", "N", "C", "C", "P", "O", "O", "O", "P", "O", "O", "O", "H", "H", "H", "H", "H", "H", "H", "H", "C", "C", "C", "C", "C", "C", "C", "O", "C", "C", "C", "H", "H", "H", "H", "H", "H", "H", "H", "H", "H", "H", "H", "C", "Si", "C", "C", "As", "Si", "C", "C", "C", "H", "H", "H", "H", "H", "H", "H", "H", "H", "H", "H", "H", "H", "H", "H", "H", "H", "H"],
  "coordinates": [[-1.566112, -0.048793, 0.420094], [1.496325, 3.567857, 1.012871], [0.394378, 2.592646, 1.308604], [0.309960, 1.582037, 0.608240], [-0.525216, 2.866911, 2.417027], [-0.157180, 3.745687, 3.444213], [-1.014923, 4.018027, 4.488151], [-2.282283, 3.442213, 4.497081], [-2.682935, 2.591989, 3.483174], [-1.802726, 2.286211, 2.448946], [-2.182392, 1.436844, 1.487607], [1.849836, 3.403812, -0.001849], [2.328272, 3.394919, 1.700763], [1.169484, 4.597886, 1.136269], [0.822918, 4.202494, 3.429282], [-0.710463, 4.681885, 5.284587], [-2.970298, 3.666919, 5.301448], [-3.673189, 2.159405, 3.483898], [-3.714372, -1.433030, -3.179809], [-3.203424, -0.158485, -2.555126], [-3.675616, 1.047279, -3.360672], [-4.166998, -0.157714, -0.890444], [-4.248929, 1.343378, -0.435591], [-5.461001, -0.773453, -1.234266], [-3.332156, -0.878929, 0.224831], [-1.410301, -0.116989, -2.153387], [-0.647083, -0.100271, -3.503545], [-1.226688, -1.310135, -1.236696], [-1.379765, 1.116428, -1.249920], [-4.646984, -1.607825, -2.724544], [-3.106279, -2.238071, -3.007896], [-3.848305, -1.328718, -4.187816], [-4.764986, 1.072733, -3.427078], [-3.261973, 1.013036, -4.371023], [-3.335297, 1.966022, -2.887560], [-5.125724, 1.737298, -0.560048], [0.322847, -0.045159, -3.421679], [7.319444, -2.204249, 0.070413], [6.025452, -1.564485, -0.331612], [5.960874, -0.208853, -0.638692], [4.777432, 0.391922, -1.030754], [4.795505, 1.864114, -1.357643], [3.601331, -0.392201, -1.087779], [2.368189, 0.254527, -1.479888], [1.238099, -0.213506, -1.348548], [3.650104, -1.776931, -0.794951], [2.457428, -2.685677, -0.888333], [4.865076, -2.328119, -0.428846], [8.086084, -1.461444, 0.279759], [7.683971, -2.850164, -0.730630], [7.186752, -2.829595, 0.953685], [6.861851, 0.389218, -0.576020], [5.783796, 2.273545, -1.161829], [4.081124, 2.429613, -0.758709], [4.571469, 2.047382, -2.410078], [2.473256, 1.247636, -1.942601], [1.824632, -2.454549, -1.741449], [1.822189, -2.591394, -0.002643], [2.790287, -3.720077, -0.963384], [4.917058, -3.390966, -0.219285], [-2.604241, -3.402937, 2.911865], [-2.467545, -1.616223, 3.439283], [-4.096620, -0.738396, 3.119763], [-2.103963, -1.479506, 5.269168], [-0.408646, -0.852635, 2.311528], [1.348617, -1.599564, 3.768940], [1.091782, -3.392572, 4.182379], [2.920750, -1.283933, 2.814805], [1.214874, -0.411287, 5.214847], [-3.355325, -3.912831, 3.520842], [-1.660410, -3.939927, 3.010018], [-2.916578, -3.475235, 1.868012], [-4.555470, -0.519390, 4.085932], [-4.760105, -1.403799, 2.566067], [-4.023851, 0.192235, 2.564350], [-2.850547, -2.095012, 5.779360], [-2.215891, -0.453374, 5.623814], [-1.119294, -1.829038, 5.573785], [1.217841, -4.023781, 3.301674], [0.117570, -3.610014, 4.619138], [1.854603, -3.677354, 4.912844], [3.202520, -2.118487, 2.177301], [3.739155, -1.100710, 3.515513], [2.823040, -0.399967, 2.179950], [0.292945, 0.169375, 5.194097], [2.045041, 0.296362, 5.166262], [1.264872, -0.925178, 6.176263]],
  "atomic_forces_ev_per_a": [[2.18, 2.26, 4.04], [0.06, -0.07, 0.01], [0.06, -0.01, 0.14], [-0.38, -0.44, -0.35], [-0.06, -0.05, -0.02], [-0.02, 0.01, -0.01], [0.02, 0.00, 0.00], [-0.01, 0.02, 0.01], [-0.02, -0.03, -0.04], [0.12, -0.06, 0.19], [-0.61, -0.20, -0.82], [0.00, -0.01, 0.00], [0.00, 0.01, 0.01], [0.00, 0.00, -0.01], [0.00, 0.01, -0.01], [0.00, 0.00, 0.00], [0.00, 0.00, 0.00], [-0.01, 0.01, -0.02], [-0.11, -0.07, -0.07], [-0.03, 0.21, 0.62], [0.01, -0.09, -0.21], [-1.37, -0.54, -0.22], [-0.02, 0.16, -0.11], [0.37, -0.19, -0.25], [-0.38, 0.82, -0.64], [-0.87, -0.31, -1.59], [-0.03, 0.14, 0.02], [0.55, -0.26, -0.31], [0.12, -0.04, -0.58], [0.11, 0.03, -0.13], [-0.03, 0.00, 0.05], [0.07, -0.05, -0.01], [0.00, 0.00, 0.00], [-0.01, 0.02, -0.01], [0.00, -0.02, 0.01], [0.02, 0.04, 0.03], [-0.01, -0.07, 0.13], [0.01, -0.02, -0.01], [-0.01, 0.03, 0.00], [-0.01, -0.01, 0.00], [-0.02, -0.05, 0.04], [-0.01, 0.01, -0.01], [0.08, -0.02, 0.05], [-0.02, -0.04, 0.09], [0.01, 0.03, -0.45], [0.04, 0.05, 0.00], [-0.03, -0.06, 0.06], [-0.01, -0.01, -0.02], [0.00, 0.00, 0.00], [0.00, 0.00, 0.00], [0.01, 0.00, 0.00], [0.00, 0.00, 0.00], [0.00, 0.01, -0.01], [0.00, 0.01, 0.01], [-0.01, 0.00, 0.00], [0.00, 0.05, 0.03], [0.02, -0.03, -0.02], [-0.03, 0.03, -0.03], [-0.01, 0.01, 0.04], [0.00, 0.00, 0.00], [0.03, 0.06, -0.03], [-0.08, -0.44, 0.14], [0.11, 0.07, -0.15], [0.15, 0.12, -0.10], [-0.05, -1.22, 0.56], [0.35, 0.31, 0.07], [-0.10, 0.03, -0.09], [-0.11, 0.04, -0.02], [-0.05, -0.01, -0.11], [0.00, 0.00, 0.01], [-0.01, -0.01, 0.03], [0.00, 0.02, -0.01], [0.01, -0.03, 0.02], [-0.01, -0.02, 0.02], [-0.01, 0.02, 0.02], [-0.02, 0.02, 0.00], [-0.02, 0.01, -0.02], [-0.02, -0.07, 0.00], [0.02, 0.01, -0.01], [0.01, 0.03, 0.04], [0.01, 0.00, 0.00], [0.00, -0.09, -0.07], [-0.01, -0.03, 0.02], [0.03, 0.02, 0.02], [-0.01, -0.02, 0.03], [0.01, -0.02, 0.01], [0.03, -0.04, -0.01]],
  "energy_ha": -5304.01548,
  "multiplicity": 1,
  "charge": 2,
  "orbital_gap_ev": 7.4830,
  "lumo_ev": -5.61
}